[1]
Entry from the OMol25 dataset: a structure of composition C28H17Cl3CsF5N4OS2Se at a distorted geometry (the ωB97M-V functional and the def2-TZVPD basis).

Its strongest force on any atom is 2.76 eV/Å. As for the frontier orbital gap: 6.7 eV. The relative energy (zero: lowest compared OMol25 entry of this formula, charge and spin) is 20.03 kcal/mol. As for the total charge: 0. The value obtained for the HOMO energy is -0.2614 hartree. The electronic energy comes out at -6469.26267 a.u.

Structure (XYZ):
```
62
Properties=species:S:1:pos:R:3:forces:R:3:mulliken_charge:R:1
Cs -1.884585 -0.346313 -1.743521 2.3 -1.1 -1.0 1.11
F -1.752085 3.088287 3.786779 -0.1 0.0 -0.3 -0.33
C -2.105585 2.994787 2.494279 0.0 -0.1 -0.3 0.55
C -2.494485 1.773287 1.954979 0.0 0.0 0.4 -0.18
F -2.529085 0.674087 2.732779 0.0 0.3 -0.1 -0.39
C -2.836085 1.674987 0.620579 0.2 0.8 0.0 -0.06
F -3.252685 0.464187 0.161879 -1.0 0.6 1.4 -0.48
C -2.735085 2.753087 -0.274021 0.2 0.1 0.8 0.94
S -3.006385 2.604587 -1.954021 0.0 0.8 -0.5 -0.59
C -2.360485 3.983687 0.308979 0.0 -0.3 -0.1 0.07
F -2.257085 5.070987 -0.468321 0.0 -0.2 0.3 -0.32
C -2.065985 4.109387 1.654779 0.0 -0.1 0.1 0.25
F -1.710285 5.300987 2.153479 0.0 -0.2 0.0 -0.31
Cl 4.106615 4.158187 1.973679 0.0 0.3 0.1 -0.23
C 4.151115 2.557487 1.350379 0.1 -0.4 -0.2 0.02
C 2.969215 1.912387 1.012179 0.0 0.1 0.0 -1.68
C 3.027515 0.625087 0.516179 0.2 0.0 0.1 0.74
C 4.236815 -0.044213 0.371979 0.2 -0.1 0.1 -0.06
C 4.288515 -1.454113 -0.164521 0.4 0.0 -0.3 -0.91
C 4.333915 -1.421313 -1.709021 0.3 -0.4 0.6 -1.23
N 3.164115 -0.778913 -2.225221 -0.1 0.1 -0.3 0.25
C 3.021215 0.550687 -2.501321 -0.1 0.4 -0.3 -0.37
C 1.705915 0.733887 -2.809421 0.3 0.2 0.0 -0.64
N 1.039615 -0.450513 -2.707521 -0.2 -0.4 -0.1 -0.36
C 1.941615 -1.332513 -2.356821 -0.3 -0.1 0.0 -0.28
O 3.175115 -2.246113 0.179379 0.1 0.1 -0.2 -0.24
C 3.126915 -2.674613 1.528779 -0.1 -0.1 0.1 -1.11
C 2.429215 -1.695813 2.433179 -0.4 -0.1 -0.3 0.48
C 1.150915 -1.257913 2.223679 0.2 0.3 0.7 0.58
Cl 0.103015 -1.707213 0.956879 -0.2 -0.2 -0.2 -0.17
S 0.637615 -0.081513 3.382779 0.4 -0.4 -0.2 -0.06
C 2.152615 -0.201313 4.182879 -0.2 0.1 -0.1 -0.61
C 2.997615 -1.071813 3.574179 -0.2 0.0 0.1 -0.76
C 5.408415 0.642387 0.677379 -0.4 0.0 0.1 0.66
Cl 6.952315 -0.105713 0.426779 0.2 0.0 0.0 -0.22
C 5.378415 1.933287 1.173679 -0.1 0.2 0.0 -0.61
H 2.017115 2.408187 1.134379 0.0 0.1 0.0 0.62
H 2.118815 0.114687 0.239079 -0.1 0.0 -0.1 0.82
H 5.216215 -1.930013 0.191479 -0.2 0.0 -0.1 0.94
H 4.363015 -2.450913 -2.069721 0.1 0.1 0.0 0.42
H 5.225515 -0.887113 -2.042321 -0.1 -0.1 0.0 0.42
H 3.842715 1.236387 -2.462921 0.2 0.1 0.0 0.45
H 1.202115 1.630287 -3.107921 -0.1 0.3 0.0 0.48
H 1.753915 -2.373613 -2.188721 0.1 -0.3 0.1 0.45
H 4.142015 -2.862713 1.900879 -0.1 -0.1 0.0 0.36
H 2.578115 -3.622913 1.498779 0.1 0.1 0.1 0.40
H 2.325415 0.389487 5.060679 0.1 0.1 0.2 0.46
H 3.990415 -1.283313 3.930079 0.2 0.0 0.0 0.45
H 6.298315 2.443887 1.415879 0.0 0.0 0.0 0.46
Se -4.827385 0.714587 -3.172821 -0.8 0.0 -0.4 0.52
N -4.389585 -0.908313 -2.700721 -0.4 -0.9 -0.3 -0.51
C -5.510985 -1.531313 -2.286421 0.0 0.7 -0.3 0.67
C -5.595585 -2.863513 -1.861021 -0.1 -0.6 0.2 -0.75
C -6.816785 -3.364713 -1.490321 0.7 -0.1 -0.1 -0.56
C -7.975685 -2.572813 -1.529421 -0.4 0.6 -0.1 -0.48
C -7.929785 -1.268813 -1.947221 -0.4 -0.4 0.2 -0.66
C -6.695885 -0.728613 -2.337521 0.8 0.3 -0.2 0.78
N -6.502185 0.513387 -2.815221 -0.9 0.1 -0.1 -0.80
H -4.705885 -3.479413 -1.860121 0.0 0.0 0.0 0.41
H -6.899585 -4.393313 -1.172221 0.0 -0.1 0.0 0.38
H -8.918585 -3.009213 -1.233621 -0.1 0.0 0.0 0.37
H -8.814185 -0.656113 -2.011721 -0.1 0.1 0.0 0.44
```
Positions in Å, forces in eV/Å.

[2]
Entry from the OMol25 dataset: an isolated molecule of C4H9ClO at a distorted geometry (the ωB97M-V functional and the def2-TZVPD basis).

Its strongest force on any atom is 2.93 eV/Å. As for the frontier orbital gap: 10.8 eV. The relative energy (zero: lowest compared OMol25 entry of this formula, charge and spin) is 32.31 kcal/mol. As for the SMILES: COC[C@@H](C)Cl. As for the total charge: 0. The value obtained for the HOMO energy is -0.3657 hartree. The electronic energy comes out at -693.18717 a.u.

Structure (XYZ):
```
15
Properties=species:S:1:pos:R:3:forces:R:3:nbo_charge:R:1
C -0.053112 0.913740 2.063152 -0.2 2.4 0.7 -0.23
C 0.773894 -0.088848 0.102408 0.1 0.1 1.8 -0.08
C 0.367379 -0.223986 -1.313166 -0.7 -0.3 0.4 -0.23
C -1.014952 -0.853993 -1.372115 0.0 -1.1 -2.7 -0.61
H 0.410801 1.942502 1.941168 -0.3 -1.0 0.0 0.16
H -0.979554 1.054487 2.598400 -0.3 0.1 0.4 0.19
H 0.577369 0.305289 2.648333 1.0 -0.8 0.9 0.16
H 0.932922 -1.158662 0.390519 0.5 0.8 0.3 0.18
H 1.722792 0.557741 0.271321 -1.7 -1.0 -0.1 0.20
H 1.021775 -0.936536 -1.707792 1.1 -1.1 -0.8 0.20
H -1.754010 -0.351479 -0.831374 -0.9 1.2 0.8 0.23
H -0.952635 -1.875041 -0.843685 -0.1 1.2 -1.5 0.22
H -1.359305 -0.796252 -2.513293 0.7 -1.0 2.5 0.22
O -0.387278 0.328935 0.886469 1.1 -0.4 -2.4 -0.55
Cl 0.693914 1.182104 -2.320345 -0.5 0.8 -0.2 -0.06
```
Positions in Å, forces in eV/Å.

[3]
Entry from the OMol25 dataset: a structure of composition C20H21N6O4STi at a distorted geometry (the ωB97M-V functional and the def2-TZVPD basis).

Its strongest force on any atom is 1.42 eV/Å. As for the frontier orbital gap (alpha / beta): 5.3 / 7.5 eV. The multiplicity is 3. As for the total charge: -1. The value obtained for the HOMO energy (alpha / beta) is -0.0980 / -0.1802 hartree. Its expectation value of S² is 2.0204. The electronic energy comes out at -2652.10918 a.u.

Structure (XYZ):
```
53
Properties=species:S:1:pos:R:3:forces:R:3:nbo_charge:R:1
Ti 0.000527 0.644711 0.193295 1.1 -0.5 -0.7 1.48
C 0.281845 -5.421695 -1.782421 0.1 -0.1 -0.1 -0.62
C -0.430188 -4.824863 -0.576193 0.0 0.1 0.2 -0.22
N 0.428899 -4.061244 0.299941 0.2 0.3 -0.1 -0.62
C 0.805060 -2.758126 0.032210 -0.4 -0.7 0.0 0.31
S 1.993588 -2.154062 1.219255 -0.1 0.2 -0.1 -0.04
N 0.300935 -2.229909 -1.029955 0.4 0.9 0.5 -0.41
N 0.533832 -0.851161 -1.159979 -0.2 -0.6 -0.8 -0.38
C 0.588234 -0.399267 -2.421688 0.3 0.1 0.3 0.19
C 0.541918 -1.301976 -3.613098 -0.1 0.0 -0.2 -0.67
C 0.777195 0.994613 -2.588775 0.1 -0.2 0.0 0.10
C 0.931264 1.607277 -3.859790 0.0 0.0 0.1 -0.23
C 1.207378 2.937910 -3.944379 0.0 0.2 0.0 -0.20
C 1.331509 3.710844 -2.757616 0.0 0.0 -0.2 -0.35
C 1.129750 3.075682 -1.564057 -0.1 -0.3 0.2 0.09
N 0.851541 1.766026 -1.440571 -0.1 0.1 -0.2 -0.56
H -0.430104 -5.912190 -2.452633 0.0 0.0 0.1 0.20
H 1.028840 -6.160000 -1.478977 0.0 0.0 0.0 0.19
H 0.790670 -4.638318 -2.345305 0.0 0.0 0.0 0.22
H -0.891284 -5.607521 0.030588 0.0 -0.1 -0.1 0.18
H -1.228420 -4.163495 -0.911855 0.0 0.0 0.0 0.22
H 0.916582 -4.509344 1.051681 0.0 0.0 0.1 0.40
H 0.394788 -2.328479 -3.295279 0.0 0.0 0.0 0.25
H 1.467273 -1.239230 -4.194903 0.0 0.0 0.1 0.21
H -0.278959 -1.027503 -4.283314 0.0 0.0 0.1 0.21
H 0.832385 1.008992 -4.755439 0.0 0.0 0.0 0.21
H 1.325451 3.400455 -4.917362 0.0 0.0 0.0 0.20
H 1.556564 4.767613 -2.776755 0.0 0.0 -0.1 0.21
H 1.179366 3.625535 -0.629661 0.0 0.0 0.0 0.18
O -3.798474 1.864538 -0.448208 -0.3 0.0 -0.1 -0.62
C -2.662890 1.666188 -0.087898 0.8 0.1 0.4 0.79
O -1.813849 0.788862 -0.517496 -1.0 0.3 -0.2 -0.72
C -2.029991 2.562295 0.993166 -0.7 -0.2 -0.6 0.11
C -2.739636 3.563410 1.614770 0.0 0.3 0.2 -0.21
C -2.079005 4.356169 2.544977 -0.6 0.0 -0.2 -0.17
C -0.749351 4.107834 2.800118 0.7 -0.2 0.1 -0.26
C -0.108900 3.071633 2.131428 -0.2 0.1 0.1 0.06
N -0.751119 2.310929 1.243075 0.0 0.7 0.6 -0.46
H -3.780553 3.688451 1.350175 0.0 0.0 0.0 0.25
H -2.604023 5.152060 3.058780 0.0 0.0 0.0 0.21
H -0.184899 4.694152 3.513731 -0.1 0.0 0.0 0.22
H 0.926097 2.803817 2.297715 0.1 0.0 0.1 0.23
O -2.133491 -1.220142 3.061160 0.0 0.0 0.0 -0.66
C -0.931605 -1.044704 2.910370 0.0 0.1 -0.5 0.67
C 0.084520 -1.257209 4.032497 0.0 0.0 0.2 -0.51
C 1.358307 -0.604944 3.519692 0.2 -0.1 0.1 -0.46
C 1.108449 -0.509145 2.019053 0.0 0.1 -0.7 0.46
O 1.613200 0.570062 1.342201 -0.5 -0.4 0.5 -0.80
N -0.296365 -0.643588 1.779921 0.2 -0.2 1.0 -0.75
H 0.195815 -2.328399 4.213184 0.0 0.0 -0.1 0.22
H -0.307652 -0.807422 4.944657 0.0 0.0 0.0 0.22
H 2.272574 -1.152361 3.746412 0.0 0.0 0.0 0.21
H 1.476404 0.416241 3.889558 -0.1 0.0 0.0 0.21
```
Positions in Å, forces in eV/Å.